1.
The following is a DFT calculation (the ωB97M-V functional and the def2-TZVPD basis) of a 4-piece molecular cluster, C3H14NO3S overall in a non-equilibrium geometry.

```
22
Properties=species:S:1:pos:R:3:forces:R:3
S 0.461917 0.989066 0.237093 0.5 0.1 0.4
O 3.667743 -0.124429 0.599728 -0.4 -0.3 -0.1
O 1.321679 -1.543983 1.987770 -1.2 1.1 -1.0
O 1.167857 -3.801580 3.498232 0.1 0.1 0.5
N -2.688792 1.141793 -1.832652 1.5 -0.1 -0.6
C -3.346240 2.018286 -2.776981 -1.4 -0.1 0.4
C -1.215708 1.051798 -2.062685 -1.6 -2.2 1.0
C -0.622033 0.140322 -0.903732 0.2 0.6 -1.8
H -2.784831 2.253388 -3.702580 -0.1 -0.5 0.6
H 0.671041 -0.791091 1.975172 0.5 0.1 1.1
H -0.145583 -0.633991 -1.516610 0.4 -0.3 0.6
H 2.850014 0.179331 0.157863 0.1 0.4 -0.1
H 1.483306 -2.912770 3.260992 0.1 -0.3 -0.4
H -1.178710 0.445526 -3.003574 0.5 0.9 0.4
H -0.715932 2.013860 -2.132646 0.2 0.1 0.0
H -4.323983 1.529275 -3.003609 0.5 0.6 -0.5
H -1.390779 -0.339958 -0.313870 -0.6 0.0 -0.3
H 0.248360 -3.605243 3.688385 -0.2 -0.2 0.0
H 3.252615 -0.659232 1.290578 0.2 0.0 0.2
H 1.250759 -1.488012 1.013059 0.8 -0.9 -0.1
H -3.585916 2.967393 -2.296452 0.0 0.4 -0.2
H -2.859057 1.384841 -0.867454 0.0 0.3 0.0
```
Positions in Å, forces in eV/Å.

Properties
Spin multiplicity = 1
Frontier orbital gap = 7.03 eV
Electronic energy = -21806.771 eV
Net charge = -1
Relative energy (zero: lowest compared OMol25 entry of this formula, charge and spin) = 150.92 kJ/mol


2.
The following is a DFT calculation (the ωB97M-V functional and the def2-TZVPD basis) of a 2-piece molecular cluster, C3H3NOS overall in a non-equilibrium geometry.

```
9
Properties=species:S:1:pos:R:3:forces:R:3
S -0.027679 1.125835 1.628026 -0.3 -1.3 -0.6
O 1.682241 0.104470 -1.249838 1.7 0.1 -0.7
N -2.507779 -0.953412 -0.101626 1.9 0.6 0.3
C -1.410388 -0.644355 0.142111 -1.4 -0.9 0.2
C 0.538970 0.228263 -1.018841 -0.5 -1.2 2.9
C -0.021559 -0.255889 0.420224 0.6 -2.7 -0.8
H 0.796481 -1.610476 0.741553 -2.3 4.0 -0.7
H 1.144046 1.402443 1.136765 1.2 0.8 0.1
H -0.194331 0.603120 -1.698375 -0.9 0.5 -0.7
```
Positions in Å, forces in eV/Å.

Properties
Spin multiplicity = 1
Frontier orbital gap = 9.81 eV
Electronic energy = -17528.978 eV
Net charge = 0
Relative energy (zero: lowest compared OMol25 entry of this formula, charge and spin) = 285.84 kJ/mol


3.
The following is a DFT calculation (the ωB97M-V functional and the def2-TZVPD basis) of C4H10KN2NbOS as an isolated structure in a non-equilibrium geometry.

```
20
Properties=species:S:1:pos:R:3:forces:R:3
Nb 1.699524 -1.321872 0.125876 -1.7 1.1 2.9
K 2.835071 -0.061349 -3.022063 0.3 0.9 -0.8
S -1.191434 2.220698 0.594961 0.1 0.6 -0.1
O -3.167065 0.905178 -0.488479 -0.8 0.2 -0.7
N -1.988460 -0.370157 0.812468 0.5 -1.8 1.0
N -3.025714 -1.126645 0.267733 0.9 -1.6 1.2
C -2.116415 0.780762 0.334280 0.4 1.6 -0.3
C 0.476218 1.620586 0.957767 -0.1 -0.7 -0.5
C 1.207484 0.916243 -0.203645 0.0 -0.6 -0.6
C -3.680568 -0.356101 -0.461492 -0.6 1.1 -0.8
H 2.294199 -1.413319 -1.621315 0.0 -0.8 0.6
H 0.433944 0.997992 1.838961 -0.1 -0.1 0.3
H 1.006179 2.526286 1.203739 0.0 0.4 0.3
H 0.719393 1.101302 -1.159190 -0.3 0.3 -0.1
H 2.195937 1.376850 -0.286121 0.3 0.1 0.0
H 0.051877 -1.833462 -0.474372 0.5 -0.5 -0.9
H 1.259759 -1.274217 1.902196 0.5 0.0 0.2
H 2.052636 -3.103950 0.200742 -0.1 0.0 -0.6
H -4.545082 -0.591107 -1.036809 -0.4 0.1 -0.3
H 3.482520 -0.993718 0.514764 0.3 -0.4 -0.7
```
Positions in Å, forces in eV/Å.

Properties
Spin multiplicity = 1
Frontier orbital gap = 7.06 eV
Electronic energy = -38039.065 eV
Net charge = 0
Relative energy (zero: lowest compared OMol25 entry of this formula, charge and spin) = 0.00 kJ/mol


4.
The following is a DFT calculation (the ωB97M-V functional and the def2-TZVPD basis) of a 2-piece molecular cluster, C5H8O overall.

```
14
Properties=species:S:1:pos:R:3:forces:R:3
O 1.380451 -0.828953 1.524231 0.0 0.3 0.3
C 1.069781 1.253170 0.441017 -0.2 0.2 0.1
C -2.482747 -0.275631 -0.782375 0.5 0.2 -0.5
C 0.596640 0.165801 -0.528034 0.8 0.0 0.2
C 1.974383 0.109805 0.673810 -0.1 0.4 0.1
C 0.944483 -0.988208 0.186140 -0.7 -0.6 -0.4
H 3.007551 0.003051 0.435983 0.5 -0.1 -0.2
H -2.526940 -0.448244 0.290232 0.1 0.1 0.0
H -1.458420 -0.008809 -1.115996 -0.6 -0.2 0.3
H 1.447227 2.145139 -0.055422 -0.1 -0.2 0.1
H -3.138558 0.547902 -1.063136 -0.1 -0.1 0.1
H 1.065743 -1.989077 -0.203849 0.0 0.0 -0.1
H 0.477356 1.471679 1.326844 0.0 0.0 0.0
H -2.770687 -1.186310 -1.308615 -0.1 0.1 0.0
```
Positions in Å, forces in eV/Å.

Properties
Spin multiplicity = 1
Frontier orbital gap = 9.65 eV
Electronic energy = -7356.887 eV
Net charge = 0
Relative energy (zero: lowest compared OMol25 entry of this formula, charge and spin) = 517.95 kJ/mol


5.
The following is a DFT calculation (the ωB97M-V functional and the def2-TZVPD basis) of an isolated molecule of C24H31N3O5S in a non-equilibrium geometry.

```
64
Properties=species:S:1:pos:R:3:forces:R:3
S -5.191386 0.472112 -0.513591 0.3 -0.4 -0.1
O -5.594450 1.489995 0.418343 0.1 -0.1 0.2
O -5.228515 0.787559 -1.911871 0.0 -0.2 -0.1
O 7.495374 -1.526160 0.164351 0.1 -0.1 0.1
O 1.426104 4.393817 0.649092 0.0 -0.3 0.2
O 0.721776 -1.536535 2.054932 0.0 0.1 0.3
N 1.183289 -1.671226 -0.154325 0.1 -0.1 -0.3
N 4.844298 -0.821315 -0.507526 0.0 -0.1 -0.1
N -6.025622 -0.977221 -0.300682 0.8 0.8 -0.3
C -1.696077 -1.516689 -0.563260 0.0 0.1 0.0
C 1.335880 5.423627 -0.305522 0.0 0.2 -0.2
C -1.607830 0.004507 1.305231 0.1 -0.1 -0.1
C -6.367061 -1.213640 1.089402 -0.1 0.0 0.6
C 2.457551 0.943605 0.964231 0.0 0.1 -0.1
C 2.888653 0.619275 -0.319658 0.0 0.0 -0.2
C 5.486857 -1.966898 -1.121912 0.4 0.1 0.0
C 6.844746 -0.444132 0.789520 -0.3 0.2 0.2
C -2.877039 0.461482 0.996340 -0.1 0.1 0.0
C 2.366094 2.877928 -1.018334 -0.1 0.4 0.0
C -7.741576 -0.564940 1.264656 0.0 0.0 0.1
C 0.369945 -1.419058 0.898281 -0.1 -0.2 -0.3
C 1.979312 2.204411 1.249516 0.0 0.2 0.0
C -1.008348 -0.976055 0.520642 -0.3 0.1 0.2
C -7.261715 -1.092639 -1.062198 -0.4 0.0 -0.6
C 3.403157 -0.754283 -0.694213 -0.2 0.0 0.1
C -2.970180 -1.068878 -0.863231 0.1 0.0 -0.1
C 1.923099 3.188512 0.262139 0.0 -0.2 0.0
C 2.601683 -1.882170 0.003815 0.3 0.0 -0.1
C -8.425007 -0.828988 -0.083010 0.0 0.0 0.0
C -3.542368 -0.080106 -0.085967 -0.5 0.1 0.0
C 6.996805 -1.715412 -1.137414 -0.2 -0.2 -0.3
C 2.838951 1.606426 -1.292804 0.0 -0.2 0.2
C 5.330992 -0.659588 0.849954 0.4 0.1 0.0
H -9.070978 -1.704950 -0.023813 0.0 0.0 0.0
H -3.532371 -1.465950 -1.692993 0.0 -0.1 -0.1
H 0.914605 6.277835 0.221964 0.0 0.0 -0.1
H 0.673872 5.148070 -1.132741 0.0 0.0 0.0
H 2.473662 0.210376 1.754820 0.0 -0.1 0.1
H -8.293531 -0.979218 2.105712 0.0 0.0 0.0
H -6.410254 -2.294606 1.254015 0.1 0.1 0.0
H 7.265844 -0.373166 1.793532 0.0 0.1 0.0
H 4.860328 0.214864 1.298734 0.1 0.0 0.1
H -9.027016 0.020379 -0.398294 -0.1 0.0 0.0
H 3.178227 1.381644 -2.293887 0.0 0.0 -0.1
H -7.219490 -0.380346 -1.885267 -0.2 -0.2 -0.1
H -1.063124 0.397856 2.149608 0.0 0.0 0.1
H -5.600242 -0.779782 1.729265 0.0 -0.2 0.2
H 5.125561 -1.546629 1.472572 0.0 0.1 0.0
H 2.799631 -1.909994 1.076142 0.0 -0.1 -0.1
H 7.204095 -0.825052 -1.750056 0.0 -0.1 0.0
H 1.638663 2.454499 2.241604 0.0 0.0 0.1
H -7.313292 -2.103848 -1.476174 0.0 0.1 0.0
H 0.860742 -1.442722 -1.081634 -0.1 0.1 0.1
H 2.879172 -2.848159 -0.431753 0.1 0.1 0.1
H 3.249079 -0.873919 -1.776878 0.0 0.0 0.1
H 2.344507 3.610657 -1.809485 0.0 0.1 0.0
H 5.126315 -2.079050 -2.146691 0.0 0.0 0.0
H -3.362769 1.231280 1.575379 0.0 0.1 0.1
H 7.529087 -2.574811 -1.548959 0.0 0.1 0.0
H 7.051396 0.484383 0.236535 0.0 0.0 0.1
H -7.602430 0.504917 1.416405 0.0 0.0 0.1
H -1.250109 -2.303614 -1.153924 0.0 -0.1 -0.1
H 2.320742 5.693104 -0.700650 0.0 0.0 0.0
H 5.292698 -2.901374 -0.568003 0.0 0.0 -0.1
```
Positions in Å, forces in eV/Å.

Properties
Spin multiplicity = 1
Frontier orbital gap = 8.73 eV
SMILES = COc1ccc([C@H](CNC(=O)c2ccc(S(=O)(=O)N3CCCC3)cc2)N2CCOCC2)cc1
Electronic energy = -50933.530 eV
Net charge = 0
Relative energy (zero: lowest compared OMol25 entry of this formula, charge and spin) = 237.25 kJ/mol


Number 1: E_HOMO -0.1299 Eh. Number 2: E_HOMO -0.3712 Eh. Number 3: E_HOMO -0.3013 Eh. Number 4: E_HOMO -0.3175 Eh. Number 5: E_HOMO -0.3097 Eh.